This record from the OMol25 dataset describes C33H56AlBBr2Cl4CsF2KN3O11S2 as an isolated structure in a non-equilibrium geometry. The level of theory is the ωB97M-V functional and the def2-TZVPD basis.

Each line ends with the Löwdin charge.
Cartesian coordinates (Å):
C (-1.019, -4.986, 0.126)  -0.0497
N (-0.785, -3.538, -0.217)  -0.1065
C (-2.067, -3.056, -0.839)  -0.0899
B (0.230, -3.376, -1.319)  -0.4542
O (-0.161, -3.820, -2.639)  0.0186
C (1.720, -2.729, -1.144)  -0.2457
C (2.599, -3.944, -0.644)  -0.2658
C (2.364, -4.399, 0.879)  -0.1213
C (2.665, -6.003, 0.973)  -0.2358
C (3.598, -6.420, 2.197)  -0.1515
C (5.166, -6.639, 1.793)  -0.2167
N (5.597, -5.862, 0.607)  -0.0293
O (2.157, -2.613, -2.544)  -0.1667
S (1.791, -1.092, -3.063)  0.7698
O (0.413, -0.882, -3.530)  -0.2437
O (2.875, -0.555, -3.890)  -0.2046
O (1.780, -0.399, -1.562)  -0.1976
C (1.876, -1.305, -0.407)  -0.2671
C (0.607, -0.783, 0.413)  -0.0794
N (0.377, -1.526, 1.678)  0.0628
C (3.330, -0.956, 0.131)  -0.0592
C (3.419, -0.310, 1.572)  -0.1277
C (3.627, -1.378, 2.726)  -0.1896
C (4.935, -2.132, 2.689)  -0.0488
C (5.279, -3.140, 3.714)  -0.0408
C (4.241, -3.386, 4.788)  -0.0617
C (2.962, -2.660, 4.879)  -0.0409
C (2.652, -1.634, 3.819)  -0.0540
H (-2.074, -5.326, -0.023)  0.1034
H (-0.805, -5.086, 1.237)  0.1055
H (-0.250, -5.618, -0.403)  0.0917
H (-2.821, -2.726, -0.076)  0.1146
H (-2.523, -3.842, -1.524)  -0.0085
H (-1.884, -2.158, -1.510)  0.1072
H (-0.270, -4.783, -2.563)  0.1016
H (2.332, -4.850, -1.341)  -0.1275
H (3.706, -3.665, -0.827)  0.1217
H (3.156, -3.910, 1.526)  0.1019
H (1.331, -4.229, 1.275)  0.0962
H (1.673, -6.515, 1.115)  0.1116
H (3.104, -6.383, -0.008)  -0.1204
H (3.242, -7.446, 2.526)  0.1150
H (3.490, -5.756, 3.100)  0.0995
H (5.280, -7.727, 1.531)  0.1223
H (5.779, -6.401, 2.703)  0.1158
H (5.295, -4.887, 0.656)  0.0579
H (5.276, -6.307, -0.266)  -0.0650
H (0.786, 0.302, 0.697)  0.1439
H (-0.321, -0.747, -0.234)  0.1477
H (1.113, -2.231, 1.746)  0.0698
H (-0.555, -1.936, 1.683)  -0.0342
H (4.041, -1.837, 0.133)  0.1097
H (3.800, -0.212, -0.580)  0.1504
H (2.601, 0.407, 1.839)  0.1133
H (4.374, 0.300, 1.586)  0.1370
H (5.672, -1.900, 1.879)  0.1115
H (6.257, -3.679, 3.679)  0.1080
H (4.456, -4.165, 5.559)  0.1039
H (2.184, -2.821, 5.660)  0.1034
H (1.699, -1.053, 3.823)  0.0451
O (-1.388, 4.914, 0.107)  -0.2620
S (-1.895, 3.574, 0.203)  0.5781
O (-1.053, 2.473, 0.598)  -0.3112
O (-2.630, 3.189, -1.173)  -0.2635
C (-1.908, 3.333, -2.402)  -0.2369
C (-0.908, 2.210, -2.577)  -0.0716
C (-3.335, 3.580, 1.227)  -0.1101
H (-1.418, 4.309, -2.458)  0.1276
H (-2.645, 3.298, -3.206)  0.1289
H (-0.109, 2.281, -1.836)  0.0749
H (-0.451, 2.247, -3.563)  0.0634
H (-1.386, 1.236, -2.444)  0.0804
H (-3.995, 4.381, 0.898)  0.0005
H (-3.013, 3.752, 2.254)  0.0686
H (-3.827, 2.612, 1.150)  0.0840
C (-1.016, 0.582, -5.737)  -0.0082
O (-2.241, 1.238, -6.093)  0.0573
C (-3.085, 0.457, -6.735)  -0.6128
O (-2.897, -0.715, -7.020)  -0.1990
O (-4.180, 1.168, -7.023)  0.0437
C (-5.192, 0.441, -7.732)  -0.0090
H (-0.394, 1.302, -5.220)  0.0801
H (-1.208, -0.254, -5.067)  0.0792
H (-0.486, 0.246, -6.630)  0.1235
H (-5.557, -0.400, -7.134)  0.0630
H (-4.811, 0.097, -8.694)  0.1197
H (-6.027, 1.115, -7.914)  0.1185
K (-3.923, -2.024, -5.979)  0.8783
F (-0.889, -3.840, -4.606)  -0.6062
Cs (3.602, -6.192, -2.023)  1.4957
Br (-5.851, 9.397, -0.598)  0.6816
C (-4.750, 8.157, 0.424)  -0.6720
C (-4.256, 7.025, -0.439)  -0.6693
Br (-5.665, 5.715, -0.767)  0.6519
H (-5.349, 7.824, 1.270)  0.0577
H (-3.913, 8.752, 0.790)  0.0527
H (-3.465, 6.472, 0.069)  0.0294
H (-3.895, 7.352, -1.412)  0.0615
F (-0.067, 2.664, 7.501)  0.1319
C (-0.212, 3.047, 6.239)  -0.2388
C (-0.455, 2.087, 5.261)  0.0115
C (-0.611, 2.487, 3.944)  -0.0639
C (-0.513, 3.840, 3.611)  -0.0427
C (-0.263, 4.794, 4.603)  -0.0225
C (-0.118, 4.398, 5.921)  0.0304
H (-0.520, 1.042, 5.539)  0.1052
H (-0.809, 1.752, 3.173)  0.0887
H (-0.632, 4.147, 2.579)  0.0807
H (-0.184, 5.842, 4.341)  0.1258
H (0.068, 5.122, 6.704)  0.1362
Cl (-1.006, -1.719, 3.751)  0.2820
Al (-3.613, -4.721, -3.786)  1.0369
C (-3.468, 12.027, 0.469)  -1.5738
Cl (-3.689, 12.749, -1.129)  0.5247
Cl (-1.766, 11.624, 0.742)  0.5059
Cl (-4.060, 13.113, 1.730)  0.5364
H (-4.046, 11.108, 0.512)  -0.0801

Summary:
Energy relative to the best compared isomer or geometry (same formula, charge and spin) (eV): 5.371
Highest occupied orbital energy (eV): -13.98
Total charge: +3
M (g/mol): 1284.37
LUMO energy (eV): -12.0
Frontier orbital gap (eV): 2.0



This record from the OMol25 dataset describes C33H56BF6N7O6PS4V as an isolated structure in a non-equilibrium geometry. The level of theory is the ωB97M-V functional and the def2-TZVPD basis.

Each line ends with the Löwdin spin population.
Cartesian coordinates (Å):
V (0.184, 0.622, 0.074)  1.2151
C (-3.011, 3.609, 2.133)  0.0002
C (-2.327, 2.837, 1.117)  0.0020
C (-2.415, 3.531, -0.210)  -0.0005
C (-2.684, 1.374, 1.012)  0.0027
C (-3.808, 0.614, 1.308)  -0.0026
C (-3.484, -0.683, 0.856)  -0.0002
C (-4.294, -1.907, 0.963)  0.0000
C (-3.973, -2.686, 2.286)  0.0000
C (-5.796, -1.654, 0.753)  -0.0002
N (-2.305, -0.644, 0.250)  0.0017
N (-1.767, 0.618, 0.427)  -0.0184
B (-1.662, -1.505, -0.893)  0.0026
N (-1.389, -0.490, -2.090)  0.0022
N (-0.279, 0.305, -1.958)  -0.0113
C (0.045, 0.727, -3.176)  0.0001
C (-0.874, 0.199, -4.083)  -0.0018
C (-1.817, -0.605, -3.375)  -0.0031
C (-3.161, -1.078, -4.001)  -0.0002
C (-3.492, -2.506, -3.770)  -0.0001
C (-4.308, -0.162, -3.490)  -0.0002
C (1.256, 1.576, -3.568)  -0.0014
C (0.979, 2.295, -4.844)  -0.0003
C (2.433, 0.694, -3.774)  0.0001
N (-0.300, -2.133, -0.400)  0.0031
N (0.733, -1.272, -0.107)  -0.0156
C (1.766, -2.007, 0.238)  -0.0016
C (1.355, -3.363, 0.161)  -0.0030
C (0.062, -3.365, -0.281)  -0.0021
C (-0.604, -4.665, -0.756)  -0.0002
C (-0.609, -4.835, -2.291)  -0.0002
C (-1.995, -4.947, -0.151)  -0.0002
C (3.146, -1.487, 0.622)  -0.0004
C (4.260, -2.333, -0.087)  -0.0002
C (3.325, -0.029, 0.284)  -0.0021
H (-2.579, 4.644, 2.253)  0.0000
H (-4.091, 3.701, 1.996)  0.0001
H (-2.981, 3.072, 3.101)  0.0000
H (-1.224, 2.822, 1.309)  0.0015
H (-3.367, 4.008, -0.520)  -0.0002
H (-1.700, 4.369, -0.246)  -0.0006
H (-2.119, 2.858, -1.044)  0.0001
H (-4.734, 1.017, 1.689)  -0.0002
H (-3.886, -2.572, 0.115)  0.0001
H (-4.516, -2.245, 3.107)  0.0000
H (-4.222, -3.744, 2.137)  0.0000
H (-2.885, -2.596, 2.561)  0.0000
H (-6.095, -1.023, 1.594)  0.0000
H (-5.920, -1.167, -0.236)  0.0000
H (-6.425, -2.551, 0.831)  0.0000
H (-2.266, -2.435, -1.279)  0.0001
H (-0.921, 0.339, -5.141)  -0.0001
H (-2.996, -0.983, -5.074)  0.0000
H (-3.563, -2.879, -2.734)  0.0000
H (-4.454, -2.763, -4.224)  0.0000
H (-2.770, -3.216, -4.170)  0.0000
H (-5.244, -0.193, -4.175)  0.0000
H (-4.687, -0.562, -2.495)  0.0000
H (-3.970, 0.857, -3.445)  0.0000
H (1.442, 2.338, -2.780)  -0.0010
H (0.772, 1.550, -5.699)  -0.0001
H (0.026, 2.877, -4.782)  0.0000
H (1.817, 2.991, -5.081)  0.0000
H (2.313, 0.022, -4.650)  0.0000
H (3.317, 1.240, -4.053)  0.0000
H (2.690, 0.097, -2.908)  0.0001
H (1.972, -4.196, 0.260)  -0.0002
H (0.123, -5.415, -0.337)  0.0000
H (-1.317, -4.109, -2.744)  0.0000
H (0.426, -4.676, -2.533)  0.0000
H (-0.966, -5.821, -2.550)  0.0000
H (-2.757, -4.438, -0.671)  0.0000
H (-2.182, -6.054, -0.234)  0.0000
H (-2.094, -4.721, 0.942)  0.0000
H (3.248, -1.560, 1.693)  0.0000
H (4.017, -2.568, -1.210)  0.0000
H (5.169, -1.790, 0.079)  0.0000
H (4.296, -3.313, 0.403)  0.0000
H (3.195, 0.183, -0.785)  0.0000
H (2.540, 0.525, 0.779)  -0.0017
H (4.239, 0.480, 0.577)  -0.0002
C (3.548, 5.406, -1.731)  0.0001
C (3.779, 4.625, -0.518)  -0.0006
O (2.744, 4.859, 0.459)  -0.0019
P (2.089, 3.625, 1.218)  0.0045
S (0.834, 4.361, 2.450)  -0.0263
S (0.943, 2.675, -0.360)  -0.1424
O (3.362, 2.761, 1.504)  0.0009
C (4.130, 3.475, 2.568)  0.0000
C (5.213, 2.627, 3.158)  0.0000
H (4.128, 5.051, -2.600)  0.0000
H (3.899, 6.405, -1.587)  0.0000
H (2.516, 5.437, -1.966)  0.0000
H (4.724, 4.767, 0.009)  -0.0001
H (3.757, 3.527, -0.734)  -0.0006
H (3.387, 3.670, 3.339)  -0.0006
H (4.497, 4.410, 2.170)  0.0000
H (5.821, 3.237, 3.824)  0.0001
H (5.744, 2.124, 2.361)  0.0000
H (4.777, 1.784, 3.755)  0.0000
F (-0.280, 1.259, 4.441)  0.0000
C (-0.721, 0.033, 4.244)  -0.0001
F (-0.856, -0.650, 5.395)  -0.0001
F (-1.919, 0.110, 3.711)  0.0000
S (0.358, -0.789, 2.974)  0.0010
O (0.714, 0.371, 2.076)  0.0046
O (-0.482, -1.774, 2.344)  0.0007
N (1.574, -1.434, 3.764)  -0.0006
S (2.767, -0.567, 4.324)  0.0000
O (2.329, 0.460, 5.220)  0.0000
O (3.751, -0.245, 3.351)  0.0001
C (3.557, -1.927, 5.326)  0.0000
F (2.740, -2.698, 6.028)  0.0000
F (4.411, -1.318, 6.167)  0.0000
F (4.308, -2.703, 4.507)  0.0000

Summary:
Spin multiplicity: 2
Highest occupied orbital energy (spin up / spin down) (eV): -11.46 / -11.56
Total charge: +1
M (g/mol): 981.84
LUMO energy (spin up / spin down) (eV): -5.8 / -4.9
<S²>: 0.843
Frontier orbital gap (spin up / spin down) (eV): 5.7 / 6.7